1.
C38H52N3OP2W as an isolated structure at a distorted geometry. Source: the OMol25 dataset; level of theory: the ωB97M-V functional and the def2-TZVPD basis.

Geometry as XYZ:
```
97
Properties=species:S:1:pos:R:3:lowdin_charge:R:1
C -0.09149 -2.67677 -1.49883 -0.30
C -1.58066 -1.10874 -2.28432 -0.26
C -0.45822 -3.58370 -2.49449 0.02
C -1.90389 -1.89326 -3.39276 0.03
C -1.33035 -3.16675 -3.48903 0.02
H -0.08962 -4.60398 -2.42119 0.14
H -2.61618 -1.51205 -4.12922 0.14
H -1.60330 -3.83812 -4.29856 0.14
N -0.44039 -1.36353 -1.57612 -0.02
P 1.42942 -1.93020 0.69599 1.05
P -1.66906 1.66254 -1.18960 1.23
C 0.35797 -3.16314 -0.14179 -0.24
H -0.53199 -3.31776 0.49572 0.11
H 0.82609 -4.14979 -0.24025 0.09
C -0.00844 1.51429 1.48610 -0.23
O -0.01112 2.34040 2.33182 0.16
C -2.53421 -0.20539 -1.57028 -0.22
H -3.44387 -0.06999 -2.14451 0.11
C -3.40428 2.50648 -0.72277 -0.58
C -0.54527 3.03663 -1.88419 -0.70
C 1.31192 -2.31888 2.54981 -0.67
C 3.11365 -2.43934 -0.03230 -0.64
C -3.34220 2.64063 0.80125 -0.08
H -2.43971 3.14031 1.16803 0.07
H -4.21406 3.23081 1.13158 0.11
H -3.41272 1.65782 1.28593 0.06
C -3.67608 3.87077 -1.38058 -0.08
H -2.92016 4.63457 -1.20669 0.06
H -3.85590 3.77223 -2.45910 0.09
H -4.60756 4.26985 -0.94774 0.12
C -4.69588 1.72702 -1.06328 -0.07
H -5.52828 2.23353 -0.54749 0.12
H -4.91354 1.72747 -2.13998 0.11
H -4.71229 0.69726 -0.70268 0.05
C -0.44731 4.19388 -0.87096 -0.05
H -0.12404 3.85115 0.12304 0.07
H 0.30295 4.91773 -1.23234 0.12
H -1.37370 4.75619 -0.73496 0.07
C 0.88401 2.52978 -2.12094 -0.11
H 1.47862 2.50948 -1.20523 0.04
H 0.90019 1.54249 -2.59171 0.08
H 1.38478 3.24477 -2.79325 0.11
C -1.09868 3.44693 -3.24966 -0.08
H -2.04936 3.97858 -3.19878 0.06
H -0.37150 4.11463 -3.73414 0.11
H -1.22034 2.56008 -3.87994 0.09
C 4.26380 -1.90850 0.83403 -0.08
H 5.20674 -2.09665 0.29549 0.11
H 4.18960 -0.82583 0.99442 0.05
H 4.34646 -2.41930 1.80182 0.08
C 3.21521 -1.79002 -1.41954 -0.09
H 2.40725 -2.10660 -2.09172 0.08
H 3.21454 -0.69509 -1.36251 0.06
H 4.17008 -2.10310 -1.87096 0.11
C 3.26180 -3.96679 -0.20690 -0.06
H 4.29221 -4.16779 -0.54005 0.11
H 3.09879 -4.52498 0.72281 0.08
H 2.59602 -4.36121 -0.98546 0.08
C -0.16192 -2.26327 2.98656 -0.09
H -0.74285 -3.10715 2.59463 0.09
H -0.19526 -2.30877 4.08682 0.11
H -0.66479 -1.34023 2.66926 0.04
C 2.09287 -1.24458 3.32254 -0.08
H 1.67269 -0.24106 3.16877 0.07
H 2.02459 -1.47699 4.39631 0.11
H 3.15586 -1.21527 3.05880 0.07
C 1.88131 -3.71512 2.85844 -0.06
H 1.35972 -4.50439 2.29778 0.09
H 2.96110 -3.79093 2.67101 0.08
H 1.72416 -3.91561 3.93083 0.11
W 0.08553 0.14346 0.06572 1.34
N -1.66146 -0.49653 0.61032 -0.08
C -2.69540 -0.64902 -0.19959 -0.36
C -3.88377 -1.24004 0.42080 -0.20
C -4.04899 -1.01089 1.79635 -0.03
C -4.78244 -2.07070 -0.28539 0.00
C -5.07569 -1.62778 2.48633 -0.03
H -3.33379 -0.35461 2.31026 0.11
C -5.79231 -2.70934 0.42916 -0.03
H -4.63869 -2.21718 -1.35361 0.12
C -5.93850 -2.50094 1.80424 -0.01
H -5.18993 -1.41875 3.54843 0.13
H -6.48203 -3.37314 -0.08866 0.13
H -6.71630 -3.01499 2.36139 0.13
N 2.10125 0.85436 0.25768 -0.03
C 3.15826 1.31761 0.53399 -0.05
C 4.27205 2.19230 0.65935 -0.21
C 5.53388 1.84319 0.12438 0.00
C 6.60271 2.73592 0.23105 -0.02
C 6.42871 3.96736 0.87399 0.00
C 5.18246 4.31815 1.40368 -0.02
C 4.10620 3.43767 1.30291 0.00
H 5.65651 0.88398 -0.38086 0.12
H 7.57337 2.46940 -0.18906 0.13
H 7.27083 4.66094 0.95748 0.14
H 5.04490 5.28218 1.89883 0.13
H 3.12868 3.69971 1.70809 0.12
```

The total charge is +3. The largest force on an atom is 8.12 eV/Å. The frontier orbital gap (spin up / spin down) comes out at 5.658 / 5.326 eV. As for the expectation value of S²: 2.045. Its spin multiplicity is 3.

---

2.
C52H57ClCrN8O5P as an isolated structure at a distorted geometry. Source: the OMol25 dataset; level of theory: the ωB97M-V functional and the def2-TZVPD basis.

Geometry as XYZ:
```
125
Properties=species:S:1:pos:R:3:lowdin_charge:R:1
Cr -0.89095 -0.24424 -0.33549 0.76
O 4.80172 -2.63526 0.14779 0.14
C 4.69893 -2.19091 1.38185 -0.51
O 5.34044 -2.64602 2.29242 0.09
C 3.71718 -1.09474 1.64682 -0.05
C 3.66168 -0.39046 2.84644 -0.57
Cl 4.61859 -0.54420 4.23072 0.86
N 2.60807 0.45871 2.77071 -0.06
N 1.95420 0.32123 1.61455 0.19
C 2.61266 -0.59268 0.91244 -0.13
C 2.13623 -1.00992 -0.43832 -0.51
O 2.91704 -1.47107 -1.26556 0.09
O 0.88662 -0.88635 -0.64737 -0.13
C 2.19717 1.37948 3.75594 -0.21
C 3.11359 2.23406 4.35360 -0.03
C 2.67465 3.10560 5.33419 -0.05
C 1.33440 3.15122 5.68782 -0.06
C 0.42740 2.29562 5.08539 -0.07
C 0.86271 1.39135 4.13517 -0.04
H 4.20743 -2.18661 -0.50719 0.07
H 4.14933 2.22182 4.05630 0.11
H 3.38143 3.75416 5.82227 0.12
H 1.00191 3.85184 6.43559 0.11
H -0.61794 2.32446 5.35712 0.11
H 0.19459 0.67855 3.67606 0.09
C 2.41410 5.94481 -0.92055 -0.05
C 1.73830 5.49887 0.37843 -0.55
C 2.77680 5.54051 1.50893 -0.03
C 0.58951 6.48199 0.67214 -0.03
C 1.15717 4.10662 0.27782 -0.12
C 0.48486 3.52252 1.35834 0.04
C -0.14580 2.30441 1.20378 -0.10
N -0.16573 1.63017 0.05712 0.00
C 0.50616 2.15085 -0.98419 -0.16
C 1.18955 3.35915 -0.89623 0.09
C 0.30450 1.42238 -2.23559 -0.17
C 1.01276 1.64616 -3.40442 0.09
C 0.70615 0.93991 -4.56720 -0.12
C -0.43343 0.13503 -4.50718 0.05
C -1.09441 -0.03596 -3.31086 -0.08
N -0.70030 0.52344 -2.17033 0.00
C 1.52764 1.11084 -5.81918 -0.55
C 0.92818 2.31019 -6.57539 -0.02
C 1.46335 -0.13472 -6.70885 -0.04
C 2.99596 1.39481 -5.47434 -0.04
H 2.79657 6.95358 -0.79139 0.10
H 1.70633 5.96648 -1.74640 0.09
H 3.25520 5.30317 -1.17304 0.09
H 3.25126 6.51797 1.52076 0.10
H 3.54675 4.79081 1.33962 0.09
H 2.32897 5.36557 2.48401 0.08
H 0.98524 7.49404 0.71976 0.10
H 0.09527 6.26897 1.61669 0.08
H -0.14886 6.44925 -0.12707 0.09
H 0.43301 4.01445 2.31698 0.12
H -0.69422 1.85741 2.01936 0.11
H 1.71833 3.72762 -1.75891 0.11
H 1.83078 2.34550 -3.40564 0.12
H -0.79736 -0.39700 -5.36847 0.12
H -1.97821 -0.65892 -3.25978 0.12
H -0.08852 2.09486 -6.89711 0.09
H 1.53215 2.51956 -7.45311 0.10
H 0.91338 3.19873 -5.94757 0.09
H 0.46322 -0.30696 -7.09714 0.08
H 1.79410 -1.01479 -6.16227 0.09
H 2.12243 -0.00067 -7.56220 0.10
H 3.13370 2.39859 -5.08075 0.08
H 3.59936 1.31896 -6.37354 0.09
H 3.36882 0.67135 -4.75270 0.10
N -3.45619 -1.90265 -0.48719 -0.08
P -1.87798 -2.42102 -0.87196 1.08
C -1.97609 -3.04947 -2.58329 -0.37
C -3.14850 -3.49671 -3.18269 -0.07
C -3.10861 -4.03008 -4.45918 -0.05
C -1.90639 -4.12304 -5.14337 -0.05
C -0.74032 -3.65645 -4.55669 -0.06
C -0.77194 -3.12173 -3.28175 -0.12
C -1.81851 -4.00470 0.03118 -0.32
C -2.67115 -4.27097 1.10042 -0.09
C -2.61288 -5.49489 1.74467 -0.07
C -1.69149 -6.44956 1.34780 -0.05
C -0.83347 -6.18656 0.29126 -0.05
C -0.89533 -4.97125 -0.36839 -0.08
C -3.81437 -0.58638 -0.37018 -0.34
C -5.17492 -0.24807 -0.35813 0.02
C -5.54849 1.07257 -0.28551 -0.01
C -4.54174 2.03414 -0.20079 -0.03
C -3.23117 1.62377 -0.17859 -0.10
N -2.83993 0.33765 -0.25866 -0.01
H -4.22827 -2.55400 -0.58567 0.12
H -4.09544 -3.44357 -2.66215 0.10
H -4.02082 -4.38333 -4.91361 0.12
H -1.87009 -4.56843 -6.12723 0.12
H 0.19596 -3.72047 -5.08739 0.11
H 0.13503 -2.75364 -2.81926 0.11
H -3.38070 -3.52459 1.43088 0.10
H -3.29894 -5.71455 2.54997 0.11
H -1.63782 -7.39778 1.85879 0.12
H -0.12399 -6.93459 -0.02783 0.12
H -0.22722 -4.76895 -1.19345 0.11
H -5.91373 -1.03197 -0.41655 0.13
H -6.58788 1.35052 -0.30500 0.13
H -4.76982 3.08310 -0.15019 0.12
H -2.43612 2.35021 -0.09382 0.11
C 0.85833 -3.11035 2.09407 0.01
N -0.02797 -2.50461 3.06205 -0.04
C 0.09951 -2.99748 4.42437 -0.12
C -1.22954 -2.86172 5.14971 -0.13
C -1.67031 -1.41207 5.04399 -0.14
N -1.71919 -1.02020 3.64574 -0.08
C -2.72649 -0.04733 3.28963 -0.01
C -0.90474 -1.55234 2.70848 -0.44
O -1.00108 -1.16047 1.51135 -0.13
H 0.62471 -4.17166 1.99020 0.10
H 1.89441 -3.01234 2.42080 0.11
H 0.72940 -2.62507 1.13014 0.07
H 0.88208 -2.43912 4.94938 0.14
H 0.41106 -4.04172 4.37788 0.14
H -1.13509 -3.14784 6.19554 0.13
H -1.97401 -3.50796 4.67847 0.12
H -0.97474 -0.75969 5.58578 0.13
H -2.66690 -1.28282 5.46717 0.13
H -3.72439 -0.46237 3.45244 0.11
H -2.62030 0.22222 2.24123 0.06
H -2.61750 0.84622 3.90354 0.10
```

The total charge is +2. The largest force on an atom is 2.06 eV/Å. The frontier orbital gap (spin up / spin down) comes out at 6.910 / 7.350 eV. As for the expectation value of S²: 0.758. Its spin multiplicity is 2.

---

3.
C6H9NO as an isolated structure at a distorted geometry. Source: the OMol25 dataset; level of theory: the ωB97M-V functional and the def2-TZVPD basis.

Geometry as XYZ:
```
17
Properties=species:S:1:pos:R:3:lowdin_charge:R:1
C 0.30229 1.86650 -0.12080 -0.04
C -0.01095 0.50076 -0.01642 -0.68
C -1.28077 -0.15196 0.21053 -0.08
C -0.38916 -1.19854 0.66670 -0.24
C 0.29592 -1.78237 -0.68477 -0.18
C 0.54963 -0.24255 -1.23520 0.02
H 1.48124 1.68018 0.58687 0.20
H -0.24707 2.48991 0.68912 0.09
H 0.23469 2.41456 -1.10877 0.10
H -1.80868 -0.41783 -0.60532 0.09
H -1.95913 0.28289 0.98524 0.16
H -0.59251 -1.80830 1.43890 0.10
H 0.52192 0.35816 2.01831 0.16
H 1.24446 -2.39727 -0.47707 0.17
H 1.50925 -0.02708 -1.79254 0.16
N 0.66996 -0.22301 1.08543 0.05
O -0.52108 -1.34405 -1.64020 -0.05
```

The largest force on an atom is 6.53 eV/Å. The energy above the lowest of the compared OMol25 structures with the same formula, charge and spin is 7.338 eV. The frontier orbital gap comes out at 10.118 eV.

---

4.
C8H10MnN2O as an isolated structure at a distorted geometry. Source: the OMol25 dataset; level of theory: the ωB97M-V functional and the def2-TZVPD basis.

Geometry as XYZ:
```
22
Properties=species:S:1:pos:R:3:lowdin_charge:R:1
C 0.27907 2.02220 -0.58676 -0.20
C -0.55653 1.14817 -1.33995 -0.24
C 0.20379 -0.01228 -1.71129 -0.18
C 1.50865 0.11731 -1.16762 -0.18
C 1.57404 1.38243 -0.46276 -0.24
Mn 0.12379 0.25304 0.57063 0.42
N 1.63751 0.62397 1.76088 -0.18
C -1.68583 -0.15281 1.32925 -0.24
C -2.06852 -0.53974 0.06528 -0.13
H -0.15692 -0.82051 -2.34864 0.10
H -1.57168 1.35654 -1.65816 0.09
H 2.35412 -0.55438 -1.32508 0.11
H 2.48903 1.84706 -0.06812 0.10
H 0.00386 3.00579 -0.20146 0.10
H -2.74092 0.13875 -0.52958 0.07
H -1.39017 -0.85467 2.10438 0.06
H 1.30140 -0.08076 2.44220 -0.13
H -2.10660 -1.60932 -0.18869 0.07
H -1.92721 0.82600 1.81394 0.08
O 1.31197 -3.82077 0.39613 0.00
C 0.91323 -2.69754 0.49309 -0.47
N 0.50392 -1.57849 0.61231 0.00
```

The total charge is -1. The largest force on an atom is 4.73 eV/Å. The energy above the lowest of the compared OMol25 structures with the same formula, charge and spin is 0.000 eV. The frontier orbital gap (spin up / spin down) comes out at 5.828 / 7.021 eV. As for the expectation value of S²: 6.427. Its spin multiplicity is 5.